[1]
ORCA calculation (ωB97M-V/def2-TZVPD) on a molecular structure, C18H40Br6O14S4 at a distorted geometry.

Values from the calculation:
**Energy relative to the best compared isomer or geometry (same formula, charge and spin)**: 123.4 kcal/mol
**HOMO level**: -0.3762 hartree
**LUMO energy**: -0.49 eV
**Energy**: -18799.7815 hartree
**F_max**: 5.4 eV/Å

Element x y z (Å)
O -3.3215 7.3851 -0.9650
C -2.7343 7.5493 0.0780
O -2.8045 8.6723 0.7757
C -1.9927 8.6609 1.8947
C -1.3175 7.2210 1.8929
C -1.7913 6.5059 0.7265
H -2.5136 8.7758 2.8453
H -1.2913 9.4928 1.8306
H -1.5984 6.6710 2.7910
H -0.2488 7.2607 2.1035
H -2.1372 5.4801 0.8537
H -0.9653 6.3402 0.0349
O -0.5548 -4.8255 5.7687
S -1.1566 -3.7161 6.4809
O -0.2255 -2.7789 7.1233
O -1.9577 -2.8615 5.3598
C -1.2381 -2.0950 4.3988
C -2.0153 -1.0762 3.7909
C -2.5257 -4.2360 7.7144
H -0.9682 -2.7365 3.5599
H -0.3315 -1.6707 4.8304
H -1.6003 -0.6720 2.8676
H -2.4893 -0.4248 4.5251
H -2.8164 -1.4964 3.1827
H -1.9092 -4.9768 8.2236
H -3.4297 -4.4981 7.1645
H -2.6742 -3.3411 8.3186
O -8.8977 2.5989 1.8542
S -8.5832 1.1834 2.0793
O -9.4739 0.1360 1.5792
O -7.2107 0.9725 1.1371
C -7.2864 1.2885 -0.2060
C -5.8872 1.7042 -0.7343
C -7.8072 0.9231 3.7615
H -7.8585 2.1979 -0.3897
H -7.7681 0.4943 -0.7762
H -5.1716 0.8939 -0.5948
H -5.5228 2.6716 -0.3885
H -5.9815 1.8180 -1.8142
H -7.1732 0.0366 3.7749
H -8.6134 0.7828 4.4816
H -7.2941 1.8585 3.9846
O 0.4257 -5.5268 -6.8693
S 1.5685 -4.7189 -6.3439
O 2.9407 -4.7019 -7.0191
O 1.0678 -3.1268 -6.2424
C -0.2900 -2.7383 -6.0961
C -0.5504 -1.6023 -7.1282
C 1.7691 -5.0160 -4.5405
H -0.4376 -2.4756 -5.0486
H -0.8547 -3.5735 -6.5105
H -1.5843 -1.3904 -6.8556
H -0.3819 -1.9174 -8.1580
H -0.0668 -0.6332 -7.0052
H 0.8320 -4.8088 -4.0237
H 2.6693 -4.5179 -4.1805
H 1.8794 -6.0966 -4.4491
O 5.1737 -1.5933 2.6320
S 5.4215 -2.7091 1.7071
O 4.5831 -2.8780 0.4884
O 7.0412 -2.5447 1.2410
C 7.4665 -2.6151 -0.1124
C 8.2843 -1.3030 -0.5197
C 5.6422 -4.3073 2.7299
H 6.6407 -2.5322 -0.8190
H 8.0931 -3.4639 -0.3860
H 8.4431 -1.3796 -1.5953
H 9.1495 -1.4136 0.1340
H 7.7884 -0.3464 -0.3552
H 6.3658 -4.2074 3.5389
H 5.8473 -5.0412 1.9506
H 4.6123 -4.4742 3.0456
C 7.8767 3.3929 -5.9625
Br 9.4556 3.3334 -7.1327
Br 6.1684 3.5687 -7.0125
Br 8.0578 5.0209 -4.7738
H 7.9278 2.5332 -5.2942
C 2.0282 1.4379 -1.7638
Br 3.4875 1.0994 -2.9373
Br 0.3888 1.9798 -2.7057
Br 2.4901 2.6230 -0.2319
H 1.7173 0.4944 -1.3150

[2]
ORCA calculation (ωB97M-V/def2-TZVPD) on a molecular structure, C32H29BrN2O7S2Ta.

Values from the calculation:
**Energy relative to the best compared isomer or geometry (same formula, charge and spin)**: 0.0 kcal/mol
**HOMO level**: -0.3910 hartree
**Net charge**: +1
**LUMO energy**: -3.99 eV
**Energy**: -5300.3634 hartree
**F_max**: 0.8 eV/Å

Element x y z (Å)
Ta -0.9643 -0.2153 -0.3758
Br 0.7793 -5.6962 -5.1842
C 0.1306 -4.5502 -3.8351
C -1.2276 -4.5934 -3.4897
C -1.7355 -3.7711 -2.5079
C -0.8894 -2.8681 -1.8713
O -1.3340 -2.0393 -0.9416
C 0.4728 -2.8343 -2.1988
C 1.3557 -2.0295 -1.4324
N 1.0333 -1.1614 -0.5141
C 2.0529 -0.7291 0.3805
C 3.3107 -1.2701 0.4906
C 4.2304 -0.7660 1.4268
C 3.8852 0.2612 2.2578
C 2.5877 0.8102 2.1921
C 2.1647 1.8790 3.0171
C 0.9057 2.3690 2.8772
C 0.0388 1.7831 1.9370
N 0.3788 0.7558 1.1781
C 1.6667 0.2921 1.2662
C 0.9809 -3.6909 -3.1905
H -1.8812 -5.2813 -4.0084
H -2.7852 -3.7885 -2.2487
H 2.4136 -2.2124 -1.5951
H 3.6257 -2.1045 -0.1187
H 5.2149 -1.2085 1.4831
H 4.5896 0.6571 2.9774
H 2.8567 2.3037 3.7337
H 0.5510 3.2051 3.4615
H -0.9440 2.1996 1.7940
H 2.0337 -3.6642 -3.4409
C -1.5981 0.1662 3.3544
C -0.8585 -1.0267 3.0524
C -1.3126 -1.5903 1.8752
C -2.3324 -0.6616 1.3089
C -2.4768 0.3932 2.3351
C -3.4743 1.4971 2.2328
C -3.6670 -1.2262 0.8041
C -1.0913 -3.0512 1.5626
C 0.1951 -1.5900 3.9463
C -1.4150 0.9765 4.6012
H -3.6042 1.8260 1.2035
H -3.1907 2.3572 2.8410
H -4.4483 1.1556 2.5942
H -4.2691 -0.4443 0.3435
H -4.2208 -1.6385 1.6512
H -3.5282 -2.0134 0.0671
H -1.1077 -3.6225 2.4910
H -0.1371 -3.2528 1.0692
H -1.8815 -3.4438 0.9269
H 1.0064 -0.8684 4.0831
H 0.6238 -2.5057 3.5453
H -0.2072 -1.7997 4.9402
H -0.3691 1.0012 4.9112
H -1.9878 0.5524 5.4287
H -1.7531 2.0049 4.4714
O -2.6250 0.0395 -1.7068
S -2.0469 0.0916 -3.1030
O -2.8295 -0.5894 -4.0743
O -0.6550 -0.3332 -2.9242
C -2.0427 1.8191 -3.5172
C -2.6472 2.1655 -4.7112
C -2.6806 3.4946 -5.1201
C -2.1123 4.4776 -4.3353
C -1.5053 4.1427 -3.1306
C -1.4675 2.8217 -2.7179
S -0.6757 2.5234 -1.1650
O -0.1599 3.7532 -0.6751
O 0.3051 1.4139 -1.3528
O -1.6791 1.8605 -0.2555
H -3.0918 1.3871 -5.3142
H -3.1568 3.7493 -6.0570
H -2.1355 5.5123 -4.6482
H -1.0573 4.9019 -2.5062

[3]
ORCA calculation (ωB97M-V/def2-TZVPD) on a gas-phase ion, C4H13N2S (charge +1) at a distorted geometry.

Values from the calculation:
**Energy relative to the best compared isomer or geometry (same formula, charge and spin)**: 45.3 kcal/mol
**HOMO level**: -0.4526 hartree
**Structure (SMILES)**: NC[C@@H]([NH3+])CCS
**Net charge**: +1
**LUMO energy**: -3.35 eV
**Energy**: -667.6076 hartree
**F_max**: 2.8 eV/Å

Element x y z (Å)
N 2.3709 -0.0175 2.0991
C 1.8811 -0.1994 0.6676
C 0.5049 0.5088 0.7168
N 0.6936 1.9697 1.3265
C -0.2137 0.5145 -0.5768
C -0.8963 -0.9159 -0.7756
S -2.2559 -1.0537 -1.9426
H 3.2745 0.4838 2.1636
H 2.5578 -0.7894 2.7510
H 2.5769 0.0267 -0.2330
H 1.6957 -1.2501 0.4854
H -0.2298 0.1141 1.3761
H -0.1910 2.3796 1.5940
H 1.2290 1.8139 2.1492
H 1.3348 2.4541 0.6830
H -1.1646 1.0710 -0.4408
H 0.4317 0.9354 -1.3973
H -0.1369 -1.7272 -0.9966
H -1.1959 -1.4258 0.2211
H -3.1949 -0.3407 -1.4454